Entry from the Open Molecules 2025 dataset: an isolated molecule of C2H5N3OS (ωB97M-V/def2-TZVPD).

Output
E_tot (hartree): -716.7729
Energy above the lowest of the compared OMol25 structures with the same formula, charge and spin (kJ/mol): 440.6
Net charge: 0
HOMO (eV): -9.03
SMILES: N/N=C(\N)C(=O)S

Each atom is followed by the atoms it is bonded to, with distances in Å.
Atoms and positions in Å:
1 N -2.482 -0.734 0.161  N2 1.472, H8 1.111, H9 1.260
2 N -1.047 -0.808 -0.157  N1 1.472, C3 1.224
3 C -0.536 0.300 -0.262  N2 1.224, N4 1.335, C5 1.512
4 N -1.233 1.415 -0.036  C3 1.335, H10 1.009, H11 0.901
5 C 0.947 0.505 -0.052  C3 1.512, O6 1.254, S7 1.718
6 O 1.425 1.644 0.167  C5 1.254
7 S 1.692 -1.039 0.052  C5 1.718, H12 1.620
8 H -2.639 -1.803 -0.101  N1 1.111
9 H -2.692 -0.623 1.398  N1 1.260
10 H -2.028 1.554 -0.642  N4 1.009
11 H -0.700 2.139 0.010  N4 0.901
12 H 0.447 -1.737 -0.715  S7 1.620

Computed natural (NBO) charges, given in elementary charges:
1 N -0.699
2 N -0.340
3 C 0.297
4 N -0.771
5 C 0.313
6 O -0.551
7 S -0.013
8 H 0.372
9 H 0.369
10 H 0.396
11 H 0.379
12 H 0.247